No. 1
A structure of composition C21H29N7O7P2S2Zr. Source: the Open Molecules 2025 dataset; level of theory: the ωB97M-V functional and the def2-TZVPD basis.

The value obtained for the HOMO-LUMO gap is 0.278 hartree. Its relative energy (zero: lowest compared OMol25 entry of this formula, charge and spin) is 0.704 eV. As for the total energy: -88549.0718 eV.

Cartesian coordinates (Å):
Zr -0.04 0.64 0.20
C -5.01 -0.05 1.14
N -4.55 -0.73 -0.06
C -5.52 -1.62 -0.68
P -2.95 -0.91 -0.34
O -2.23 0.29 0.15
O -2.47 -2.24 0.47
P -1.08 -2.49 1.27
O -0.25 -1.26 1.32
N -0.38 -3.70 0.43
C -1.07 -4.89 -0.06
C 1.08 -3.82 0.47
N -1.47 -2.94 2.80
C -1.83 -1.89 3.76
C -2.04 -4.25 3.08
N -2.69 -1.26 -1.91
C -2.33 -2.53 -2.49
C -2.84 -0.16 -2.86
H -5.88 0.56 0.90
H -4.22 0.60 1.52
H -5.29 -0.76 1.92
H -6.43 -1.05 -0.91
H -5.79 -2.45 -0.01
H -5.12 -2.03 -1.60
H -2.15 -4.75 0.00
H -0.80 -5.77 0.53
H -0.80 -5.07 -1.10
H 1.52 -2.85 0.70
H 1.43 -4.14 -0.51
H 1.39 -4.55 1.22
H -1.44 -0.93 3.44
H -1.38 -2.14 4.73
H -2.91 -1.82 3.88
H -1.57 -5.01 2.46
H -3.12 -4.27 2.93
H -1.83 -4.50 4.12
H -2.32 -3.31 -1.74
H -1.34 -2.46 -2.95
H -3.06 -2.81 -3.26
H -2.89 0.80 -2.34
H -3.73 -0.29 -3.47
H -1.96 -0.13 -3.52
O -0.07 2.10 -3.61
C 0.06 1.52 -2.56
O -0.50 1.84 -1.42
C 0.88 0.21 -2.40
O 1.89 -0.04 -3.02
O 0.34 -0.56 -1.47
S -0.89 1.60 2.50
C 0.78 1.60 3.01
C 1.04 1.06 4.31
N 1.21 0.57 5.34
C 1.82 2.03 2.23
S 1.57 2.61 0.59
C 3.16 1.95 2.69
N 4.27 1.86 3.00
N 2.23 -0.32 0.52
C 3.37 -0.38 0.40
C 4.78 -0.38 0.27
C 5.41 0.83 -0.04
C 6.79 0.86 -0.16
C 7.52 -0.30 0.03
C 6.90 -1.50 0.34
C 5.52 -1.55 0.46
H 4.81 1.72 -0.17
H 7.28 1.79 -0.39
H 8.60 -0.27 -0.06
H 7.48 -2.40 0.48
H 5.02 -2.48 0.70

natural (NBO) atomic charge list, values in e, 6 entries: atom 1 (Zr): 1.990, atom 2 (C): -0.409, atom 3 (N): -0.797, atom 4 (C): -0.403, atom 5 (P): 2.544, atom 6 (O): -1.115

---

No. 2
A structure of composition C21H29N8O3PS8Y. Source: the Open Molecules 2025 dataset; level of theory: the ωB97M-V functional and the def2-TZVPD basis.

Its spin multiplicity is 2. The value obtained for the HOMO-LUMO gap (alpha / beta) is 0.164 / 0.196 hartree. Its relative energy (zero: lowest compared OMol25 entry of this formula, charge and spin) is 0.744 eV. As for the total energy: -137333.4529 eV. The charge is -2.

Cartesian coordinates (Å):
Y -2.24 -0.90 -0.76
N 1.42 0.14 2.48
C 2.60 0.63 1.96
C 3.70 0.89 2.78
C 4.87 1.43 2.27
C 4.95 1.74 0.92
C 3.87 1.47 0.09
C 2.70 0.92 0.59
S 1.39 0.52 -0.51
N 0.12 -0.04 0.45
C 0.25 -0.17 1.77
C -0.86 -0.59 2.54
C -0.84 -0.62 3.97
C -1.95 -1.05 4.65
C -3.09 -1.43 3.94
C -3.05 -1.35 2.56
N -1.99 -0.95 1.86
H 1.49 -0.27 3.39
H 3.62 0.66 3.84
H 5.70 1.62 2.93
H 5.86 2.17 0.50
H 3.92 1.69 -0.97
H 0.02 -0.28 4.53
H -1.93 -1.07 5.74
H -3.99 -1.77 4.43
H -3.93 -1.61 1.98
C 3.44 -1.66 -2.89
C 2.65 -2.68 -2.09
O 1.61 -3.26 -2.89
P 0.10 -2.71 -2.62
S -0.43 -3.19 -0.76
S -0.12 -0.81 -3.05
O -0.68 -3.59 -3.70
C -0.89 -4.99 -3.50
C -2.38 -5.27 -3.49
H 4.24 -1.26 -2.27
H 2.78 -0.85 -3.19
H 3.87 -2.12 -3.78
H 2.22 -2.22 -1.20
H 3.28 -3.51 -1.77
H -0.44 -5.30 -2.55
H -0.38 -5.51 -4.31
H -2.85 -4.74 -2.66
H -2.56 -6.34 -3.37
H -2.84 -4.93 -4.41
S -4.46 0.60 0.17
S -5.95 -0.58 -0.62
S -5.74 -2.40 0.33
S -3.89 -3.14 -0.23
O -4.50 -1.27 -4.96
S -3.97 -1.78 -3.69
N -3.25 -0.86 -2.79
C 0.73 3.57 2.08
C 0.51 4.69 1.06
C 1.51 4.57 -0.09
C -0.93 4.71 0.55
N -1.27 3.58 -0.29
C -1.53 2.31 0.04
N -1.67 1.63 -1.07
N -1.51 2.49 -2.08
N -1.26 3.67 -1.63
H 1.75 3.60 2.47
H 0.59 2.59 1.62
H 0.03 3.65 2.92
H 0.65 5.65 1.56
H 1.43 3.60 -0.57
H 2.53 4.66 0.29
H 1.35 5.34 -0.84
H -1.10 5.59 -0.08
H -1.64 4.74 1.38
H -1.61 1.92 1.04

Löwdin atomic charge list, values in e, 6 entries: atom 1 (Y): 0.752, atom 2 (N): 0.096, atom 3 (C): -0.279, atom 4 (C): -0.051, atom 5 (C): -0.130, atom 6 (C): -0.131

---

No. 3
The molecule C21H29NO5. Source: the Open Molecules 2025 dataset; level of theory: the ωB97M-V functional and the def2-TZVPD basis.

The value obtained for the HOMO-LUMO gap is 0.346 hartree. Its relative energy (zero: lowest compared OMol25 entry of this formula, charge and spin) is 0.961 eV. Its SMILES is CCC(=O)c1ccc(OCC(=O)OCC(=O)NC2CCCCCCC2)cc1. As for the total energy: -33976.1285 eV.

Cartesian coordinates (Å):
C -0.89 -0.32 3.93
H -0.99 -0.71 4.94
H 0.16 -0.09 3.75
H -1.19 -1.09 3.22
C -1.74 0.94 3.77
C -1.60 1.52 2.38
O -1.02 2.56 2.18
C -2.17 0.74 1.25
C -3.08 -0.31 1.40
C -3.57 -0.98 0.30
C -3.17 -0.62 -0.99
C -2.25 0.41 -1.15
C -1.78 1.09 -0.04
H -1.11 1.92 -0.16
H -1.92 0.71 -2.13
O -3.74 -1.33 -2.00
C -3.36 -1.07 -3.32
C -1.94 -1.54 -3.66
O -1.41 -1.30 -4.71
O -1.42 -2.27 -2.68
C -0.21 -2.97 -2.95
H 0.09 -2.80 -3.99
H -0.40 -4.04 -2.81
C 0.98 -2.59 -2.06
O 1.97 -3.29 -2.08
N 0.86 -1.48 -1.32
H 0.01 -0.93 -1.36
C 1.97 -0.98 -0.53
C 2.80 0.02 -1.35
C 2.28 1.46 -1.42
C 2.85 2.42 -0.35
H 3.88 2.15 -0.13
H 2.87 3.42 -0.80
C 2.05 2.53 0.95
H 0.98 2.45 0.73
C 2.43 1.57 2.07
C 2.60 0.10 1.68
H 2.68 -0.49 2.60
H 3.54 -0.02 1.15
C 1.46 -0.46 0.81
H 0.95 -1.28 1.32
H 0.72 0.32 0.64
H 3.37 1.90 2.52
H 1.65 1.65 2.84
H 2.19 3.54 1.35
H 2.57 1.86 -2.39
H 1.19 1.47 -1.38
H 2.85 -0.38 -2.37
H 3.82 0.03 -0.98
H 2.61 -1.86 -0.36
H -4.05 -1.64 -3.94
H -3.46 -0.01 -3.59
H -4.29 -1.78 0.41
H -3.42 -0.61 2.38
H -2.78 0.72 3.98
H -1.40 1.70 4.48

natural (NBO) atomic charge list, values in e, 6 entries: atom 1 (C): -0.600, atom 2 (H): 0.218, atom 3 (H): 0.212, atom 4 (H): 0.209, atom 5 (C): -0.503, atom 6 (C): 0.593

---

No. 4
A cluster of 4 separate species, C21H29O13P in total. Source: the Open Molecules 2025 dataset; level of theory: the ωB97M-V functional and the def2-TZVPD basis.

The value obtained for the HOMO-LUMO gap is 0.255 hartree. Its SMILES is CCOC1=CC(=O)C(P(C)O)=CC1=O.C[C@@H]1COC(=O)O1.C[C@@H]1COC(=O)O1.C[C@@H]1COC(=O)O1. As for the total energy: -58144.8949 eV.

Cartesian coordinates (Å):
C -2.85 -1.60 2.66
C -3.24 -0.88 4.12
O -2.09 -0.87 5.04
C -1.09 0.15 4.66
C -1.05 1.51 5.33
C 0.06 2.64 4.79
O 0.64 3.54 5.62
C 0.41 2.57 3.15
P 1.03 4.10 2.16
C 1.56 3.44 0.41
O 2.53 4.70 2.91
C 0.20 1.24 2.44
C 0.06 -0.06 3.48
O 0.84 -1.17 3.39
H -2.50 -0.73 1.97
H -3.77 -2.11 2.14
H -1.95 -2.35 2.80
H -4.15 -1.52 4.54
H -3.66 0.21 3.91
H -1.73 1.80 6.24
H 0.57 3.41 -0.22
H 1.98 2.36 0.55
H 2.38 4.13 -0.10
H 3.33 4.38 2.38
H 0.16 1.14 1.26
C -3.08 -3.12 -2.87
C -3.66 -2.58 -1.58
C -5.01 -1.94 -1.74
O -5.03 -1.02 -0.66
C -3.73 -0.69 -0.40
O -3.39 0.22 0.33
O -2.88 -1.51 -1.08
H -2.02 -3.36 -2.74
H -3.62 -4.01 -3.20
H -3.13 -2.37 -3.67
H -3.68 -3.37 -0.81
H -5.83 -2.65 -1.66
H -5.11 -1.37 -2.67
C 7.06 1.52 3.53
C 5.63 1.62 3.05
C 4.95 0.30 2.88
O 3.97 0.59 1.90
C 4.47 1.62 1.15
O 3.99 2.00 0.10
O 5.58 2.16 1.74
H 7.58 2.47 3.42
H 7.10 1.21 4.58
H 7.63 0.79 2.94
H 5.06 2.30 3.71
H 4.47 -0.05 3.81
H 5.60 -0.49 2.50
C 0.10 -0.67 -7.99
C -0.44 -1.08 -6.63
C -0.77 -2.54 -6.53
O -1.77 -2.56 -5.53
C -2.39 -1.35 -5.59
O -3.43 -1.08 -5.01
O -1.70 -0.48 -6.39
H 0.10 0.42 -8.08
H 1.12 -1.04 -8.13
H -0.53 -1.05 -8.80
H 0.24 -0.77 -5.84
H 0.09 -3.15 -6.23
H -1.19 -2.96 -7.45

natural (NBO) atomic charge list, values in e, 6 entries: atom 1 (C): -0.686, atom 2 (C): -0.080, atom 3 (O): -0.530, atom 4 (C): 0.264, atom 5 (C): -0.312, atom 6 (C): 0.515